[1]
Here is a cluster of 8 separate species, C21H47Br6N5O5 in total in a non-equilibrium geometry from the OMol25 dataset. Energies are from wB97M-V/def2-TZVPD.

Structure (XYZ):
```
84
Properties=species:S:1:pos:R:3:lowdin_charge:R:1
C 5.384 -0.309 -2.770 -0.066
N 5.936 0.971 -2.422 -0.203
C 6.509 1.081 -1.131 -0.068
C 5.771 2.043 -3.209 -0.381
O 6.241 3.129 -3.008 0.037
H 4.674 -0.655 -2.017 0.032
H 6.175 -1.057 -2.902 0.094
H 4.854 -0.265 -3.724 0.090
H 7.360 0.401 -0.990 0.096
H 6.859 2.091 -0.929 0.093
H 5.778 0.833 -0.339 0.087
H 5.153 1.859 -4.098 0.128
C -3.943 -5.510 -0.177 -0.077
N -3.945 -4.489 -1.132 -0.215
C -3.095 -3.374 -0.903 -0.084
C -4.596 -4.612 -2.278 -0.351
O -4.560 -3.808 -3.187 0.012
H -4.190 -5.085 0.805 0.100
H -2.984 -6.021 -0.107 0.073
H -4.743 -6.215 -0.407 0.091
H -2.040 -3.646 -0.793 0.000
H -3.270 -2.648 -1.687 0.079
H -3.377 -2.937 0.063 0.049
H -5.219 -5.521 -2.316 0.136
C 2.049 2.187 -2.645 -0.052
N 2.247 3.135 -1.593 -0.184
C 2.958 2.737 -0.434 -0.060
C 1.899 4.405 -1.758 -0.375
O 2.224 5.277 -1.029 0.047
H 1.604 1.249 -2.302 0.045
H 3.017 1.916 -3.117 0.078
H 1.433 2.593 -3.441 0.091
H 2.347 2.231 0.309 0.073
H 3.855 2.149 -0.660 0.070
H 3.403 3.659 -0.027 0.100
H 1.255 4.539 -2.625 0.136
C -1.462 5.403 2.049 -0.042
N -2.161 4.148 1.743 -0.178
C -1.415 2.936 1.976 -0.066
C -3.503 4.099 1.588 -0.358
O -4.159 3.091 1.491 0.001
H -0.999 5.393 3.038 0.089
H -2.146 6.251 1.999 0.083
H -0.700 5.617 1.293 0.091
H -0.431 3.059 1.482 0.094
H -1.201 2.785 3.034 0.046
H -1.911 2.083 1.533 0.025
H -3.929 5.106 1.508 0.136
C -4.433 0.688 -1.108 -0.066
N -3.470 1.380 -1.933 -0.192
C -2.893 0.618 -2.990 -0.049
C -2.982 2.607 -1.614 -0.310
O -2.137 3.224 -2.268 -0.019
H -4.082 -0.298 -0.826 0.048
H -5.426 0.682 -1.578 0.096
H -4.657 1.251 -0.187 0.078
H -2.432 1.299 -3.700 0.087
H -2.104 -0.010 -2.565 0.080
H -3.642 0.015 -3.483 0.093
H -3.422 3.009 -0.692 0.106
Br -0.808 0.722 5.201 0.680
C -0.566 -1.169 4.899 -0.763
C -0.336 -1.853 6.181 -0.714
Br -0.228 -3.766 5.864 0.635
H 0.293 -1.275 4.249 0.044
H -1.448 -1.538 4.397 0.026
H -1.150 -1.750 6.880 0.052
H 0.598 -1.576 6.645 0.057
Br 2.192 -0.924 -0.469 0.745
C 0.368 -0.325 -0.298 -0.651
C -0.067 -1.033 0.956 -0.727
Br -1.935 -0.783 1.400 0.751
H -0.164 -0.702 -1.161 0.051
H 0.314 0.752 -0.223 0.055
H 0.503 -0.573 1.761 0.046
H 0.133 -2.092 0.887 -0.031
Br -0.039 -4.794 0.332 0.731
C 1.165 -4.750 1.832 -0.683
C 2.640 -4.767 1.408 -0.695
Br 3.167 -6.441 0.594 0.620
H 0.937 -5.618 2.454 0.055
H 0.941 -3.883 2.452 0.041
H 3.292 -4.640 2.267 0.057
H 2.873 -3.990 0.684 0.024
```

The SMILES is CN(C)C=O.CN(C)C=O.CN(C)C=O.CN(C)C=O.CN(C)C=O.BrCCBr.BrCCBr.BrCCBr. The total energy comes out at -460482.4969 eV. The HOMO energy is -9.12 eV. The total charge is 0.

[2]
Here is a cluster of 2 separate species, C2H3ClFNO in total in a non-equilibrium geometry from the OMol25 dataset. Energies are from wB97M-V/def2-TZVPD.

Structure (XYZ):
```
9
Properties=species:S:1:pos:R:3:lowdin_charge:R:1
O 0.937 1.574 -1.993 -0.031
N 1.196 0.559 -1.444 -0.364
Cl 2.251 0.789 0.011 0.463
C -0.571 -0.591 1.239 -0.017
C -0.864 -0.623 -0.036 -0.249
F -1.471 0.528 -0.486 -0.065
H 0.069 -1.386 1.764 0.090
H -0.550 0.349 1.833 0.081
H -0.996 -1.199 -0.887 0.092
```

The SMILES is O=NCl.C=CF. The total energy comes out at -20895.9507 eV. The HOMO energy is -10.14 eV. The total charge is 0.

[3]
Here is a structure of composition C43H44N10O2S2Ti in a non-equilibrium geometry from the OMol25 dataset. Energies are from wB97M-V/def2-TZVPD.

Structure (XYZ):
```
102
Properties=species:S:1:pos:R:3:mulliken_spin:R:1
Ti -0.459 -0.052 -0.010 0.809
O -5.089 -0.330 5.618 -0.001
N -3.944 -0.032 5.895 0.000
O -3.582 0.248 7.020 0.000
C -2.930 -0.023 4.840 -0.002
C -1.663 0.246 5.251 -0.001
C -0.585 0.334 4.343 -0.013
C 0.730 0.614 4.753 0.027
C 1.699 0.734 3.794 -0.009
C 1.361 0.593 2.448 0.063
N 0.137 0.297 2.018 -0.038
C -0.824 0.161 2.967 0.021
C -2.144 -0.168 2.530 0.021
N -2.277 -0.368 1.203 0.026
C -3.475 -0.679 0.738 0.022
C -4.585 -0.825 1.555 0.006
C -4.473 -0.621 2.909 0.006
C -3.221 -0.272 3.447 -0.007
H -1.489 0.415 6.304 0.000
H 0.953 0.733 5.806 0.000
H 2.725 0.948 4.058 0.000
H 2.124 0.698 1.695 0.000
H -3.553 -0.799 -0.333 -0.006
H -5.537 -1.106 1.125 0.000
H -5.328 -0.724 3.550 -0.001
S 2.163 -1.128 0.018 0.003
C 1.060 -2.248 0.607 0.043
N -0.252 -2.153 0.456 -0.010
C -0.899 -3.282 0.976 0.016
C -2.254 -3.613 0.910 -0.007
C -2.709 -4.800 1.457 -0.001
C -1.840 -5.694 2.075 0.002
C -0.489 -5.408 2.131 0.001
C -0.039 -4.218 1.578 -0.003
S 1.606 -3.676 1.464 0.002
H -2.956 -2.961 0.426 0.000
H -3.763 -5.036 1.389 0.000
H -2.216 -6.616 2.497 0.000
H 0.212 -6.095 2.585 0.000
C -0.629 3.498 1.356 0.034
N 0.799 3.310 1.158 -0.002
C 1.637 3.938 2.165 0.001
C 1.298 2.682 0.069 -0.017
N 0.612 1.733 -0.558 -0.002
C 0.547 1.824 -1.971 -0.006
C 0.646 3.040 -2.650 0.007
C 0.459 3.126 -4.019 0.000
C 0.129 1.991 -4.741 0.001
C -0.007 0.784 -4.081 -0.002
C 0.210 0.679 -2.706 0.023
N -0.026 -0.534 -2.025 0.011
C 0.323 -1.663 -2.630 -0.002
N 1.392 -1.801 -3.449 -0.001
C 1.358 -2.708 -4.587 0.000
C 2.522 -0.890 -3.462 0.001
N -0.434 -2.769 -2.432 -0.007
C 0.127 -4.103 -2.348 0.000
C -1.883 -2.673 -2.384 0.020
N 2.541 3.065 -0.332 -0.002
C 2.942 4.465 -0.381 0.000
C 3.398 2.166 -1.083 0.000
H -0.874 4.561 1.273 0.001
H -0.917 3.169 2.357 0.001
H -1.196 2.943 0.613 -0.012
H 1.246 3.687 3.152 0.000
H 1.636 5.027 2.072 0.000
H 2.658 3.573 2.096 0.000
H 0.847 3.948 -2.095 0.000
H 0.546 4.085 -4.513 0.000
H -0.049 2.053 -5.806 0.000
H -0.316 -0.098 -4.629 0.000
H 0.368 -3.141 -4.701 0.000
H 2.094 -3.509 -4.486 0.000
H 1.591 -2.142 -5.492 0.000
H 2.648 -0.441 -2.484 0.000
H 2.396 -0.101 -4.208 0.000
H 3.419 -1.462 -3.701 0.000
H -0.146 -4.724 -3.206 0.000
H -0.254 -4.590 -1.446 0.000
H 1.211 -4.045 -2.273 0.000
H -2.313 -2.993 -3.340 0.000
H -2.179 -1.644 -2.191 -0.007
H -2.269 -3.324 -1.602 0.000
H 2.100 5.111 -0.145 0.000
H 3.274 4.697 -1.395 0.000
H 3.764 4.677 0.305 0.000
H 3.187 1.135 -0.810 -0.001
H 4.434 2.390 -0.826 0.000
H 3.272 2.279 -2.164 0.000
C -1.945 1.064 -0.821 -0.023
C -2.884 1.761 -1.167 0.018
C -4.058 2.514 -1.492 -0.015
C -5.261 1.833 -1.710 0.007
C -6.430 2.534 -1.952 -0.004
C -6.417 3.921 -1.983 0.008
C -5.226 4.602 -1.777 -0.004
C -4.050 3.909 -1.536 0.008
H -5.264 0.751 -1.697 0.000
H -7.355 1.995 -2.114 0.000
H -7.329 4.469 -2.176 0.001
H -5.214 5.684 -1.808 0.000
H -3.122 4.443 -1.379 0.001
```

The total energy comes out at -109081.7178 eV. As for the multiplicity: 2. The HOMO energy (alpha / beta) is -9.27 / -9.73 eV. The total charge is +1.

[4]
Here is a cluster of 2 separate species, CH3FS in total from the OMol25 dataset. Energies are from wB97M-V/def2-TZVPD.

Structure (XYZ):
```
6
Properties=species:S:1:pos:R:3:lowdin_charge:R:1
C 0.622 0.744 -0.032 -0.591
S 1.820 -0.322 0.011 0.610
H -0.425 0.440 -0.052 -0.019
H 0.802 1.821 -0.042 0.000
F -3.349 -0.203 -0.065 -0.081
H -3.086 0.255 0.700 0.081
```

The SMILES is C=S.F. The total energy comes out at -14637.2180 eV. The HOMO energy is -9.00 eV. The total charge is 0.